Formula: C34H91FO18S14
Source: the Open Molecules 2025 dataset
Level of theory: the ωB97M-V functional and the def2-TZVPD basis

The geometry in XYZ format:
```
158
Properties=species:S:1:pos:R:3:lowdin_charge:R:1
O 1.82540 -4.09791 0.11956 0.022
C 1.71651 -3.01758 -0.65937 -0.186
O 2.05919 -2.90798 -2.11536 -0.015
C 1.54864 -1.61072 -2.67133 -0.091
F 2.74211 -0.73225 -2.45008 -0.060
C 0.32451 -1.41950 -1.54768 -0.161
C -0.54129 -0.02864 -1.59845 -0.040
C -1.99046 -0.32657 -2.59966 -0.119
C -3.01209 -1.58425 -2.00043 -0.073
O -2.03631 -1.69937 -3.32617 -0.217
O 1.19048 -1.64884 -0.34338 -0.030
H 1.24915 -1.57475 -3.80250 0.184
H -0.23763 -2.46121 -1.59621 0.173
H -0.00038 0.87104 -2.13268 0.107
H -0.97602 0.22552 -0.54085 0.091
H -2.54022 0.67701 -3.11837 0.166
H -2.82058 -2.71949 -1.98807 0.131
H -2.42493 -1.44201 -0.96775 0.074
C -0.36255 3.21471 -6.07915 -0.265
S -0.93126 1.54987 -5.65676 0.841
O -0.24927 1.15032 -4.38197 -0.566
C -0.07825 0.71289 -7.01514 -0.259
H -0.74809 3.91280 -5.33245 0.050
H 0.72928 3.24845 -6.07687 0.056
H -0.74488 3.49215 -7.06413 0.053
H 0.99641 0.90130 -6.95514 0.057
H -0.46973 1.07261 -7.96951 0.054
H -0.26258 -0.36133 -6.93139 0.053
C -2.29769 -7.79395 -0.53552 -0.273
S -1.37528 -6.52402 0.36447 0.821
O -1.83995 -5.18886 -0.13681 -0.580
C 0.22180 -6.87044 -0.41186 -0.274
H -3.34663 -7.73911 -0.23511 0.044
H -2.21949 -7.62083 -1.61123 0.053
H -1.90121 -8.78029 -0.28400 0.052
H 0.14437 -6.75444 -1.49562 0.039
H 0.53556 -7.88725 -0.16462 0.049
H 0.95760 -6.16134 -0.02364 0.017
C -0.14051 4.23233 0.63194 -0.265
S 0.00807 2.44395 0.86245 0.809
O -1.29276 1.95214 1.42441 -0.561
C 1.19184 2.53121 2.22790 -0.267
H -0.86905 4.42062 -0.16008 0.047
H -0.48228 4.70130 1.55741 0.043
H 0.82748 4.64411 0.33740 0.052
H 0.76770 3.10556 3.05508 0.044
H 2.11612 2.99908 1.88107 0.045
H 1.40710 1.51431 2.56626 0.060
C 1.53654 6.39362 5.21107 -0.263
S 2.00461 5.95334 3.51974 0.810
O 2.66857 4.60933 3.57101 -0.556
C 3.30795 7.19782 3.35866 -0.278
H 0.74919 5.71219 5.54160 0.053
H 2.39938 6.29903 5.87425 0.065
H 1.15862 7.41838 5.23024 0.015
H 4.06161 7.05361 4.13660 0.042
H 2.87194 8.19629 3.43887 0.060
H 3.77529 7.08600 2.37682 0.043
C -6.53223 2.85765 2.31272 -0.273
S -5.60982 4.12758 3.21271 0.802
O -6.07448 5.46274 2.71144 -0.574
C -4.01273 3.78116 2.43638 -0.282
H -7.58117 2.91249 2.61314 0.048
H -6.45403 3.03078 1.23701 0.054
H -6.13575 1.87131 2.56424 0.054
H -4.09016 3.89716 1.35262 0.057
H -3.69898 2.76435 2.68363 0.048
H -3.27694 4.49026 2.82461 0.046
C 2.96193 -4.79859 2.79718 -0.271
S 3.82427 -6.13093 3.66596 0.798
O 2.78154 -7.03453 4.25423 -0.577
C 4.46394 -5.09523 5.00444 -0.262
H 2.44901 -5.22405 1.93149 0.017
H 2.22879 -4.33340 3.46001 0.065
H 3.68669 -4.05499 2.45790 0.057
H 3.63777 -4.61142 5.53109 0.062
H 5.13928 -4.34165 4.59271 0.024
H 5.01512 -5.73100 5.70224 0.004
C -5.96377 -0.20212 -3.13880 -0.256
S -5.36668 -0.52401 -4.81612 0.811
O -4.46950 0.61454 -5.20161 -0.595
C -6.95957 -0.26163 -5.63297 -0.293
H -5.11888 -0.27454 -2.45000 0.009
H -6.39326 0.80060 -3.08101 0.046
H -6.71449 -0.94842 -2.86903 0.061
H -7.32779 0.74509 -5.42097 0.021
H -7.67778 -1.00586 -5.28117 0.022
H -6.81993 -0.37635 -6.71105 0.037
C 5.48780 -9.93359 5.66901 -0.260
S 5.94200 -8.83762 7.03506 0.833
O 5.96453 -7.43633 6.50053 -0.569
C 7.65726 -9.39936 7.16034 -0.275
H 4.45096 -9.73026 5.39124 0.053
H 6.13606 -9.74800 4.80962 0.059
H 5.57821 -10.97383 5.99001 0.051
H 8.17172 -9.24685 6.20846 0.055
H 7.67653 -10.45729 7.43218 0.051
H 8.15710 -8.81754 7.93917 0.048
C 9.36454 -3.50540 2.45367 -0.275
S 7.91041 -4.06057 3.37607 0.796
O 7.16439 -2.83757 3.82053 -0.557
C 8.82613 -4.68799 4.80476 -0.262
H 9.02862 -3.03765 1.52529 0.050
H 9.92578 -2.77728 3.04367 0.056
H 9.99660 -4.36437 2.21703 0.050
H 9.42095 -3.88659 5.24966 0.058
H 9.47612 -5.50806 4.49094 0.051
H 8.10863 -5.05806 5.54176 0.046
C 1.33890 -7.80713 -4.94095 -0.267
S 0.79316 -9.20834 -3.93480 0.827
O 0.80122 -8.76482 -2.50195 -0.565
C 2.27310 -10.21451 -4.20082 -0.272
H 0.57577 -7.02690 -4.89200 0.052
H 2.28279 -7.41527 -4.55526 0.060
H 1.46115 -8.12800 -5.97797 0.051
H 3.15966 -9.67375 -3.86084 0.058
H 2.36488 -10.45622 -5.26225 0.051
H 2.17153 -11.13971 -3.62755 0.050
C -7.93468 5.01624 -6.02646 -0.272
S -7.07235 3.68390 -5.15768 0.810
O -8.11507 2.78029 -4.56941 -0.559
C -6.43268 4.71960 -3.81920 -0.262
H -8.44761 4.59077 -6.89215 0.049
H -8.66782 5.48143 -5.36363 0.057
H -7.20993 5.75984 -6.36574 0.051
H -7.25885 5.20340 -3.29255 0.059
H -5.75734 5.47318 -4.23093 0.052
H -5.88150 4.08382 -3.12140 0.050
C 7.87851 9.97802 3.31138 -0.269
S 6.16474 9.46368 3.04311 0.822
O 5.93112 8.22887 3.86195 -0.559
C 6.39488 8.94195 1.32608 -0.267
H 7.98231 10.31253 4.34620 0.052
H 8.55318 9.13764 3.13300 0.059
H 8.12132 10.80394 2.63890 0.052
H 7.16155 8.16535 1.27024 0.061
H 6.68665 9.80186 0.71870 0.053
H 5.44752 8.54262 0.95464 0.042
C -9.02269 -2.71811 -8.63610 -0.261
S -9.49170 -1.52259 -7.36163 0.807
O -9.45731 -2.23397 -6.04156 -0.544
C -11.22516 -1.38908 -7.86228 -0.266
H -7.97187 -2.98144 -8.49477 0.052
H -9.63638 -3.61754 -8.54877 0.057
H -9.15270 -2.26908 -9.62342 0.052
H -11.70301 -2.37097 -7.82285 0.057
H -11.28296 -0.98387 -8.87517 0.052
H -11.73442 -0.71080 -7.17271 0.053
C 0.38297 10.12319 8.69338 -0.268
S 0.98006 9.80130 7.01606 0.789
O 1.87724 10.93984 6.63057 -0.554
C -0.61282 10.06368 6.19921 -0.269
H 1.22786 10.05076 9.38218 0.051
H -0.04652 11.12590 8.75117 0.058
H -0.36775 9.37688 8.96315 0.053
H -0.98104 11.07039 6.41121 0.058
H -1.33104 9.31944 6.55101 0.055
H -0.47319 9.94895 5.12113 0.049
```

Properties
* orbital gap: 8.088 eV
* HOMO energy: -7.773 eV
* total energy: -8378.02078 a.u.